Density functional theory data (wB97M-V/def2-TZVPD) for the molecule C15H19NO3.

Its HOMO energy is -8.16 eV. Its energy above the lowest of the compared OMol25 structures with the same formula, charge and spin is 26.3 kcal per mole. As for the total energy: -23496.2541 eV. The SMILES is O=C(CC[C@H]1COc2ccccc2O1)N1CCCC1. The calculation puts the molecular weight at 261.32 g/mol. Its gap between HOMO and LUMO is 8.954 eV.

Geometry as XYZ:
```
38
Properties=species:S:1:pos:R:3:forces:R:3
O -0.088778 -0.276182 -1.980106 0.1766 0.0594 -0.2514
C -0.644383 -0.882316 -1.080742 -0.1061 -0.3853 0.1080
C -0.131336 -2.235579 -0.595650 0.3157 0.1355 -0.1204
C 1.397830 -2.241941 -0.616560 -0.1286 0.2216 0.2092
C 1.981871 -1.730995 0.710171 0.5434 -0.4245 -0.3769
C 3.427402 -1.257613 0.515183 -0.2002 -0.3554 0.5217
O 3.482601 -0.183580 -0.392444 -0.1593 0.3388 -0.2911
C 2.535348 0.780320 -0.154667 0.0060 0.0080 0.1582
C 2.674572 2.017387 -0.767822 -0.0083 -0.2039 0.0756
C 1.762505 3.024428 -0.519225 0.0578 0.0535 -0.0682
C 0.714280 2.811016 0.360725 -0.1049 0.0140 0.0424
C 0.555945 1.576041 0.959034 0.1396 -0.1511 -0.0234
C 1.446552 0.547517 0.686990 0.1141 0.1349 -0.0156
O 1.222117 -0.674998 1.269287 -0.1814 0.3379 0.0432
N -1.763619 -0.407527 -0.506802 -0.2295 0.3053 0.0211
C -2.503929 -0.969861 0.605505 -0.0610 -0.3662 0.3645
C -3.728260 -0.062136 0.733914 0.0983 0.0226 0.0285
C -3.212683 1.286036 0.234887 -0.0078 -0.1554 -0.1220
C -2.298412 0.882972 -0.915064 0.0662 0.3327 -0.2892
H -0.510934 -2.985092 -1.294092 -0.0765 0.0086 0.0367
H -0.495377 -2.469130 0.402770 -0.1078 -0.0737 -0.0222
H 1.783672 -3.247078 -0.790596 0.0347 -0.0041 0.0035
H 1.723025 -1.597316 -1.437542 0.0186 -0.1467 0.0272
H 1.946780 -2.524244 1.466544 0.0683 0.1054 -0.1217
H 3.837416 -0.948336 1.488063 -0.0164 -0.0390 -0.1360
H 4.047936 -2.050948 0.095192 -0.0655 0.0299 0.0715
H 3.507587 2.164100 -1.436380 0.1185 0.0148 -0.0795
H 1.876055 3.980802 -1.005940 0.0239 0.0835 -0.0406
H 0.012014 3.603360 0.573086 -0.0599 0.0670 0.0242
H -0.257587 1.378268 1.639387 -0.1231 -0.0449 0.0886
H -1.897285 -0.937036 1.519338 -0.0683 -0.0753 -0.0158
H -2.787636 -2.007403 0.409113 0.0371 0.0531 0.0974
H -4.525921 -0.418432 0.081006 -0.0370 -0.0209 0.0009
H -4.104984 -0.023073 1.754022 -0.0474 -0.0650 0.0084
H -2.637524 1.782385 1.016547 0.0297 0.0545 0.0432
H -4.012397 1.950007 -0.085319 0.0082 0.0708 0.0180
H -2.859096 0.768140 -1.850014 0.0442 0.0988 0.0213
H -1.475382 1.578036 -1.091785 -0.1116 -0.0390 -0.0392
```
Forces are in eV/Å.